# 1
The following is a DFT calculation (ωB97M-V/def2-TZVPD) of a cluster of 2 separate species, C3H6N4 in total at a distorted geometry.

Structure (XYZ):
```
13
C3H6N4 | OMol25 | ωB97M-V/def2-TZVPD
C 0.9303 1.2089 0.3951
C -3.1569 -0.0902 0.1975
C 1.7602 -1.1768 0.4852
N -1.1081 -1.0655 -0.3790
N 0.4052 2.2627 0.0778
N 1.2238 0.1022 0.7802
N -2.1487 -0.6823 -0.2014
H 0.9797 3.1563 0.0354
H -3.1849 0.7071 0.8784
H -4.0429 -0.6147 -0.0822
H 2.2572 -1.1730 -0.4808
H 2.3937 -1.4065 1.2974
H 0.9533 -1.9036 0.4455
```

Summary:
- molecular weight (g mol⁻¹) = 98.1
- orbital gap (eV) = 9.5
- energy (eV) = -9165.262
- total charge = 0
- HOMO energy (eV) = -8.559
- LUMO energy (eV) = 0.9

=====

# 2
The following is a DFT calculation (ωB97M-V/def2-TZVPD) of an isolated molecule of C3H6N4 at a distorted geometry.

Structure (XYZ):
```
13
C3H6N4 | OMol25 | ωB97M-V/def2-TZVPD
C -2.4013 -0.4335 0.0154
C 0.0759 -0.9367 -0.0234
C 1.0932 -0.0659 0.0090
H -2.9645 -1.0240 -0.6808
H -2.7450 0.4454 -0.0885
H -2.7946 -0.7477 0.9286
H -0.2501 -1.8917 0.0316
H 3.1646 0.4165 0.0934
H 2.8029 -1.6011 0.1505
N -1.0299 -0.0439 -0.0438
N 2.4741 -0.4009 -0.0324
N 0.6733 1.1472 0.0110
N -0.6632 1.1574 0.0022
```

Summary:
- molecular weight (g mol⁻¹) = 98.1
- orbital gap (eV) = 9.2
- SMILES = Cn1cc(N)nn1
- energy (eV) = -9164.992
- total charge = 0
- HOMO energy (eV) = -8.411
- LUMO energy (eV) = 0.8

=====

# 3
The following is a DFT calculation (ωB97M-V/def2-TZVPD) of an isolated molecule of C3H6N4 at a distorted geometry.

Structure (XYZ):
```
13
C3H6N4 | OMol25 | ωB97M-V/def2-TZVPD
C -1.1759 -1.7187 1.0361
C -0.0308 0.8454 -1.6794
C 1.2106 0.6102 0.9171
N -1.4408 -0.8362 -1.0208
N -1.6773 -1.6143 -0.0566
N -0.0753 0.1282 0.5484
N -0.4487 0.1064 -0.6917
H -1.2003 -2.0766 2.0282
H 0.6529 1.6528 -1.5097
H -0.4503 0.6776 -2.6492
H 1.9605 0.3951 0.1467
H 1.1865 1.6959 1.0735
H 1.4888 0.1342 1.8574
```

Summary:
- molecular weight (g mol⁻¹) = 98.1
- orbital gap (eV) = 8.5
- energy (eV) = -9162.372
- total charge = 0
- HOMO energy (eV) = -7.769
- LUMO energy (eV) = 0.7

=====

# 4
The following is a DFT calculation (ωB97M-V/def2-TZVPD) of an isolated molecule of C3H6N4O at a distorted geometry.

Structure (XYZ):
```
14
C3H6N4O | OMol25 | ωB97M-V/def2-TZVPD
C 1.2995 -0.2169 -0.0563
C -0.8897 -1.1420 0.0062
C -1.6657 1.6394 0.1625
H 1.6543 1.7791 -0.2121
H 2.9620 0.8646 0.4289
H -0.2746 -1.9447 0.4074
H -2.3699 -2.2235 0.0078
H -2.4905 0.9946 0.5103
H -1.8849 2.7146 -0.1298
N 2.0962 0.8858 -0.0597
N -0.0870 -0.0308 0.0048
N -2.1136 -1.2196 -0.1327
N -0.4850 1.3044 -0.1214
O 1.7582 -1.3058 0.0595
```

Summary:
- molecular weight (g mol⁻¹) = 114.1
- orbital gap (eV) = 10.3
- SMILES = [H]/N=C/N(N=C)C(N)=O
- energy (eV) = -11214.943
- total charge = 0
- HOMO energy (eV) = -9.407
- LUMO energy (eV) = 0.9

=====

# 5
The following is a DFT calculation (ωB97M-V/def2-TZVPD) of a cluster of 2 separate species, C3H6N4O2S in total at a distorted geometry.

Structure (XYZ):
```
16
C3H6N4O2S | OMol25 | ωB97M-V/def2-TZVPD
C 0.6347 -2.3169 -1.8169
C -1.3455 1.0784 0.6472
C 0.8773 -0.1231 -0.7052
N -0.3635 -3.1634 -1.9709
N -1.3787 -2.7196 -1.2370
N -1.0565 -1.6395 -0.6608
N 0.1807 -1.3164 -1.0153
O 0.6374 2.5937 -0.3609
O -0.8390 1.3054 -1.9112
S -0.1534 1.4359 -0.6326
H 1.6115 -2.3348 -2.1697
H -2.0459 0.4691 0.3071
H -0.9239 0.6385 1.4829
H -1.7327 1.9852 1.2187
H 1.8822 -0.9725 1.2467
H 1.9556 0.0427 -1.1097
```

Summary:
- molecular weight (g mol⁻¹) = 162.2
- orbital gap (spin up / spin down) (eV) = 8.4 / 9.4
- energy (eV) = -24091.476
- total charge = 0
- HOMO energy (spin up / spin down) (eV) = -9.759 / -11.147
- LUMO energy (spin up / spin down) (eV) = -1.3 / -1.8

=====

# 6
The following is a DFT calculation (ωB97M-V/def2-TZVPD) of a cluster of 2 separate species, C3H6N4OS in total at a distorted geometry.

Structure (XYZ):
```
15
C3H6N4OS | OMol25 | ωB97M-V/def2-TZVPD
C -2.4166 -0.1287 -0.4113
C 0.9222 2.1618 0.2018
C 0.9041 1.0533 0.8692
N -2.8221 -0.6227 0.7976
N -2.0231 -1.1405 -1.2083
N -2.5357 -1.8643 0.8361
N -1.9848 -2.1755 -0.3099
O 0.7808 -0.1404 0.2920
S -2.5828 1.4839 -0.9125
H 0.8810 2.1120 -0.8046
H -1.7165 -3.0810 -0.5756
H 1.0862 3.2336 0.5108
H 0.8297 0.8889 2.0023
H 0.7571 -0.0449 -0.7431
H -2.5680 1.9920 0.2872
```

Summary:
- molecular weight (g mol⁻¹) = 146.2
- orbital gap (eV) = 9.8
- SMILES = Sc1nn[nH]n1.C=CO
- energy (eV) = -22048.394
- total charge = 0
- HOMO energy (eV) = -9.007
- LUMO energy (eV) = 0.8

=====

# 7
The following is a DFT calculation (ωB97M-V/def2-TZVPD) of an isolated molecule of C3H6N4S at a distorted geometry.

Structure (XYZ):
```
14
C3H6N4S | OMol25 | ωB97M-V/def2-TZVPD
C 2.4307 -0.3956 -0.0183
C 0.9792 -0.6962 0.0022
C -1.2767 -0.3676 -0.0077
H 2.7345 0.1974 0.8837
H 2.9941 -1.3143 -0.0289
H 2.7114 0.1929 -0.9084
H -1.4935 -2.4551 -0.0511
H -2.4898 1.0753 -0.0562
H 0.1573 2.1972 1.2455
N 0.4667 -1.8713 0.0109
N -0.8848 -1.6864 0.0415
N -2.4635 0.0773 -0.0199
N -0.0168 0.2833 -0.0030
S 0.1797 1.9527 -0.0717
```

Summary:
- molecular weight (g mol⁻¹) = 130.2
- orbital gap (eV) = 8.7
- SMILES = [H]/N=c1/[nH]nc(C)n1S
- energy (eV) = -20003.247
- total charge = 0
- HOMO energy (eV) = -8.180
- LUMO energy (eV) = 0.5

=====

# 8
The following is a DFT calculation (ωB97M-V/def2-TZVPD) of a structure of composition C3H6NO at a distorted geometry.

Structure (XYZ):
```
11
C3H6NO | OMol25 | ωB97M-V/def2-TZVPD
C -2.2729 0.1718 0.0134
C -1.1194 -0.0253 -0.0794
C 0.3255 -0.3870 -0.3435
N 1.2199 0.7665 0.0987
O 0.7299 -1.4834 0.2653
H -3.2447 0.1942 0.3317
H 0.2826 -0.2996 -1.7554
H 1.7999 0.3331 0.8039
H 0.5595 1.4513 0.5919
H 1.7607 1.1854 -0.5772
H -0.0409 -1.9071 0.6504
```

Summary:
- molecular weight (g mol⁻¹) = 72.1
- orbital gap (eV) = 11.4
- energy (eV) = -6735.192
- total charge = +1
- HOMO energy (eV) = -15.289
- LUMO energy (eV) = -3.9

=====

# 9
The following is a DFT calculation (ωB97M-V/def2-TZVPD) of the ion C3H6NO with charge +1 at a distorted geometry.

Structure (XYZ):
```
11
C3H6NO | OMol25 | ωB97M-V/def2-TZVPD
C 0.7029 -0.3891 -0.1105
C 1.8603 -0.0231 0.1180
C -1.5624 0.5129 -0.0443
N -0.6427 -0.6770 0.2108
O 3.1098 0.2491 0.1107
H -1.4767 0.7172 -1.0772
H -2.5135 0.4574 0.3359
H -1.1142 1.3203 0.5331
H -0.9591 -0.8687 1.2143
H -0.8277 -1.3377 -0.5072
H 3.4234 0.0387 -0.7836
```

Summary:
- molecular weight (g mol⁻¹) = 72.1
- orbital gap (eV) = 10.4
- SMILES = C[NH2+]C#CO
- energy (eV) = -6735.002
- total charge = +1
- HOMO energy (eV) = -14.635
- LUMO energy (eV) = -4.2

=====

# 10
The following is a DFT calculation (ωB97M-V/def2-TZVPD) of a structure of composition C3H6NO at a distorted geometry.

Structure (XYZ):
```
11
C3H6NO | OMol25 | ωB97M-V/def2-TZVPD
C -1.2324 -0.6990 -0.3202
C -2.2165 0.4969 0.3104
C -0.0912 -1.0600 -0.5958
N 2.1262 0.2521 0.2754
O -3.4453 0.4738 -0.0416
H 0.4420 -1.8553 -1.1067
H 0.8035 -0.1177 -0.2366
H 2.2455 0.0105 1.2618
H 2.2076 1.2692 0.2288
H 3.0891 0.0202 -0.1059
H -3.9285 1.2093 0.3304
```

Summary:
- molecular weight (g mol⁻¹) = 72.1
- orbital gap (spin up / spin down) (eV) = 9.0 / 9.0
- energy (eV) = -6732.992
- total charge = +1
- HOMO energy (spin up / spin down) (eV) = -14.185 / -14.184
- LUMO energy (spin up / spin down) (eV) = -5.2 / -5.2

=====

# 11
The following is a DFT calculation (ωB97M-V/def2-TZVPD) of a cluster of 2 separate species, C3H6NO2 in total at a distorted geometry.

Structure (XYZ):
```
12
C3H6NO2 | OMol25 | ωB97M-V/def2-TZVPD
C 0.2773 1.8066 1.8552
C 0.7615 -0.4462 1.5592
N 1.1373 0.6652 2.0310
H 0.2170 2.1357 0.8010
H -0.7443 1.5855 2.1947
H 0.6617 2.6483 2.4156
H -0.1309 -0.5583 0.9689
H 1.4149 -1.2866 1.7157
O 0.4418 -0.7298 -1.4425
C -0.7217 -0.3791 -1.7445
O -1.6434 -1.0438 -2.2214
H -0.8642 0.7418 -1.6619
```

Summary:
- molecular weight (g mol⁻¹) = 88.1
- orbital gap (eV) = 8.0
- energy (eV) = -8793.714
- total charge = -1
- HOMO energy (eV) = -4.016
- LUMO energy (eV) = 4.0

=====

# 12
The following is a DFT calculation (ωB97M-V/def2-TZVPD) of the ion C3H6NO2 with charge -1.

Structure (XYZ):
```
12
C3H6NO2 | OMol25 | ωB97M-V/def2-TZVPD
C -0.5663 1.2535 0.8251
C -0.0902 0.5255 -0.4542
N -0.3399 -0.9031 -0.4158
C 0.8645 -1.7036 -0.1414
O 1.4818 -2.1227 -1.1407
O 1.1516 -1.8226 1.0727
H -1.0878 2.1748 0.5579
H 0.2689 1.5195 1.4656
H -1.2516 0.6125 1.3663
H -0.6275 0.9587 -1.2959
H 0.9738 0.7320 -0.5757
H -0.7774 -1.2247 -1.2639
```

Summary:
- molecular weight (g mol⁻¹) = 88.1
- orbital gap (eV) = 7.7
- SMILES = CCNC(=O)[O-]
- energy (eV) = -8794.692
- total charge = -1
- HOMO energy (eV) = -3.450
- LUMO energy (eV) = 4.3

=====

# 13
The following is a DFT calculation (ωB97M-V/def2-TZVPD) of a cluster of 2 separate species, C3H6NO2 in total at a distorted geometry.

Structure (XYZ):
```
12
C3H6NO2 | OMol25 | ωB97M-V/def2-TZVPD
C -1.3993 -1.4338 2.1537
C -1.4198 -0.3220 1.4061
N -0.3352 0.4038 0.9719
H -0.6375 -1.7801 2.8386
H -2.2659 -2.0902 2.0918
H -2.3947 -0.0236 0.9898
H 0.1391 0.0328 0.1120
H -0.4962 1.3633 0.7056
O 1.0876 1.5984 -1.4346
C 1.2848 0.4235 -1.7769
O 0.8443 -0.6750 -1.3683
H 2.0199 0.3309 -2.6684
```

Summary:
- molecular weight (g mol⁻¹) = 88.1
- orbital gap (eV) = 8.5
- energy (eV) = -8793.950
- total charge = -1
- HOMO energy (eV) = -4.204
- LUMO energy (eV) = 4.3

=====

# 14
The following is a DFT calculation (ωB97M-V/def2-TZVPD) of a cluster of 2 separate species, C3H6NO2 in total at a distorted geometry.

Structure (XYZ):
```
12
C3H6NO2 | OMol25 | ωB97M-V/def2-TZVPD
C -2.0383 1.6551 -0.8915
C -1.7100 0.3855 -0.5802
N -1.7918 -0.2845 0.6811
H -3.0367 2.0048 -0.6598
H -1.5127 2.2208 -1.6466
H -0.9648 -0.0693 -1.2295
H -1.7625 0.3690 1.4379
H -1.0409 -0.9461 0.6236
O 2.7492 -1.2637 0.6525
C 1.8966 -0.4407 0.5191
O 1.1647 -0.1348 -0.5018
H 1.5609 0.2589 1.3530
```

Summary:
- molecular weight (g mol⁻¹) = 88.1
- orbital gap (spin up / spin down) (eV) = 9.1 / 4.6
- energy (eV) = -8789.313
- multiplicity = 2
- total charge = 0
- <S²> = 0.7551
- HOMO energy (spin up / spin down) (eV) = -8.447 / -8.367
- LUMO energy (spin up / spin down) (eV) = 0.7 / -3.7

=====

# 15
The following is a DFT calculation (ωB97M-V/def2-TZVPD) of an isolated molecule of C3H6NO2 at a distorted geometry.

Structure (XYZ):
```
12
C3H6NO2 | OMol25 | ωB97M-V/def2-TZVPD
O -0.7362 2.8256 0.6605
C -0.7796 1.5824 0.3375
C 0.4597 0.7747 -0.0283
N 0.1829 -0.3207 -0.9452
C -0.0111 -1.5813 -0.0498
O 1.0226 -2.0302 0.6828
H -1.7700 1.0878 0.5586
H 1.3481 1.5816 -0.4220
H 0.7641 0.3179 0.9203
H 0.9752 -0.6824 -1.5366
H -0.9569 -1.1789 0.6303
H -0.4988 -2.3765 -0.8082
```

Summary:
- molecular weight (g mol⁻¹) = 88.1
- orbital gap (spin up / spin down) (eV) = 10.6 / 7.3
- energy (eV) = -8788.898
- multiplicity = 2
- total charge = 0
- <S²> = 0.7558
- HOMO energy (spin up / spin down) (eV) = -9.882 / -9.846
- LUMO energy (spin up / spin down) (eV) = 0.7 / -2.6

=====

# 16
The following is a DFT calculation (ωB97M-V/def2-TZVPD) of the ion C3H6NO2 with charge +1 at a distorted geometry.

Structure (XYZ):
```
12
C3H6NO2 | OMol25 | ωB97M-V/def2-TZVPD
C 2.2022 0.8378 -0.0101
C 1.0302 0.3929 -0.3954
C -0.6731 0.3913 -0.4518
N -0.9553 -1.0381 -0.0538
O 1.8193 -0.3631 0.5849
O -1.2561 1.2683 0.3678
H 3.1709 1.2664 -0.3902
H -1.0888 0.5712 -1.4061
H -0.8584 -1.8890 -0.6126
H -1.9297 -1.3946 0.1377
H -0.4689 -1.2784 0.8417
H -0.9924 1.2354 1.3879
```

Summary:
- molecular weight (g mol⁻¹) = 88.1
- orbital gap (eV) = 8.3
- SMILES = [NH3+][C@@H](O)C1=CO1
- energy (eV) = -8780.170
- total charge = +1
- HOMO energy (eV) = -12.418
- LUMO energy (eV) = -4.1

=====

# 17
The following is a DFT calculation (ωB97M-V/def2-TZVPD) of the ion C3H6NO2S with charge -1 at a distorted geometry.

Structure (XYZ):
```
13
C3H6NO2S | OMol25 | ωB97M-V/def2-TZVPD
C 0.2293 -0.7780 -0.4790
C -0.9551 -1.0075 0.4213
C 0.9673 1.3881 -0.0299
N 1.1641 0.1181 0.0897
O 2.2730 -0.5087 0.4516
O -0.0419 1.9559 -0.4449
S -2.3276 0.1805 0.2903
H 0.8022 -1.6501 -0.7996
H -0.1703 -0.2924 -1.3732
H -1.6216 -1.8554 0.3280
H -0.6237 -1.0135 1.4175
H 2.0305 2.1517 0.0838
H -1.7263 1.3115 0.0443
```

Summary:
- molecular weight (g mol⁻¹) = 120.2
- orbital gap (eV) = 6.1
- SMILES = O=CN([O-])CCS
- energy (eV) = -19626.915
- total charge = -1
- HOMO energy (eV) = -2.581
- LUMO energy (eV) = 3.5

=====

# 18
The following is a DFT calculation (ωB97M-V/def2-TZVPD) of a cluster of 2 separate species, C3H6NO2S in total at a distorted geometry.

Structure (XYZ):
```
13
C3H6NO2S | OMol25 | ωB97M-V/def2-TZVPD
C -1.5808 1.4670 -0.7746
C 2.1885 0.0239 -0.3181
C 2.3054 -0.3701 1.0747
N 2.1730 0.2841 -1.4954
O -0.0860 2.8861 1.0460
O -0.6728 0.6198 1.4893
S -0.1313 1.5139 0.4314
H -2.4720 1.2426 -0.2799
H -1.1093 0.9408 -1.5940
H -1.7676 2.4486 -1.2788
H 3.0609 0.2042 1.6197
H 2.7350 -1.4313 0.9852
H 1.3575 -0.3337 1.7048
```

Summary:
- molecular weight (g mol⁻¹) = 120.2
- orbital gap (eV) = 6.9
- energy (eV) = -19628.195
- total charge = -1
- HOMO energy (eV) = -3.077
- LUMO energy (eV) = 3.8

=====

# 19
The following is a DFT calculation (ωB97M-V/def2-TZVPD) of the ion C3H6NO2S with charge +1 at a distorted geometry.

Structure (XYZ):
```
13
C3H6NO2S | OMol25 | ωB97M-V/def2-TZVPD
C -1.2151 -0.1657 -0.2802
C -0.4845 -1.0962 0.6576
C 1.8857 0.1078 0.0362
N -0.4500 1.0362 -0.5363
O 2.8720 0.7797 -0.4045
O 2.2457 1.0102 0.8893
S 1.1786 -1.3733 -0.1941
H -1.2705 -0.7379 -1.2593
H -2.1707 0.1092 0.2086
H -0.2890 -0.7971 1.7306
H -0.8630 -2.1143 0.8646
H -0.5637 1.3495 -1.5254
H -0.8754 1.8919 -0.1872
```

Summary:
- molecular weight (g mol⁻¹) = 120.2
- orbital gap (eV) = 9.8
- energy (eV) = -19615.981
- total charge = +1
- HOMO energy (eV) = -15.129
- LUMO energy (eV) = -5.3

=====

# 20
The following is a DFT calculation (ωB97M-V/def2-TZVPD) of a cluster of 2 separate species, C3H6NO3 in total at a distorted geometry.

Structure (XYZ):
```
13
C3H6NO3 | OMol25 | ωB97M-V/def2-TZVPD
O -0.5402 2.3467 -0.5137
C 0.1173 1.7924 0.3593
O 1.1004 2.1703 0.9736
C -0.4061 0.2830 0.6876
C -0.1211 -0.7455 -0.3360
O 1.5717 -1.7261 -2.2486
N -1.6983 0.1307 1.2006
H -0.3467 0.2687 1.8318
H -0.8362 -1.5726 -0.2787
H 0.9207 -1.1160 -0.4506
H -0.1917 -0.3621 -1.3473
H -1.9452 0.6778 2.0327
H 2.3754 -2.1473 -1.9109
```

Summary:
- molecular weight (g mol⁻¹) = 104.1
- orbital gap (eV) = 3.9
- energy (eV) = -10835.835
- total charge = -1
- HOMO energy (eV) = -3.076
- LUMO energy (eV) = 0.8